The following is a DFT calculation (wB97M-V/def2-TZVPD) of C33H38Ge2N3O2PdS2 as an isolated structure.

Structure (XYZ):
```
81
C33H38Ge2N3O2PdS2, DFT wB97M-V/def2-TZVPD
Pd -0.08249 -0.24487 0.86622
C -3.27755 -2.33581 -0.27698
C -2.11377 -3.31931 -0.18328
Ge -0.35052 -2.62777 0.32976
C 0.40508 -2.88552 2.12884
C 1.55264 -1.88531 2.32604
C 1.03877 -3.11298 -0.91750
C 1.82777 -2.18327 -1.45516
Ge 1.43322 -0.28447 -1.12173
C 0.89204 0.50617 -2.83391
C 1.91628 0.31382 -3.95739
C 2.90737 0.65106 -0.17792
C 3.61300 1.70898 -1.02904
C 2.90914 -2.51992 -2.41308
C 4.16265 -1.91639 -2.32593
C 5.16078 -2.22581 -3.23645
C 4.91436 -3.13130 -4.25818
C 3.66689 -3.73190 -4.35922
C 2.67173 -3.42934 -3.44395
H -4.21140 -2.87814 -0.42609
H -3.14874 -1.66271 -1.12290
H -3.38533 -1.72810 0.62407
H -1.94669 -3.79734 -1.15133
H -2.34180 -4.12446 0.52165
H 0.80387 -3.90394 2.15559
H -0.33827 -2.79393 2.91504
H 2.30323 -1.97333 1.54015
H 2.05462 -2.04178 3.28229
H 1.22130 -0.82792 2.39578
H 1.20983 -4.16444 -1.14913
H 0.68928 1.56365 -2.68661
H -0.05725 0.03764 -3.09600
H 2.87229 0.78366 -3.72772
H 1.53852 0.77448 -4.87118
H 2.10564 -0.73720 -4.17012
H 3.60976 -0.11366 0.15949
H 2.50040 1.09375 0.73469
H 4.14271 1.25116 -1.86460
H 4.34569 2.26133 -0.43882
H 2.90901 2.43096 -1.44779
H 4.36787 -1.21065 -1.53049
H 6.13224 -1.75812 -3.14849
H 5.68929 -3.36623 -4.97498
H 3.46563 -4.43262 -5.15839
H 1.69165 -3.88004 -3.53949
N -3.05399 0.89594 3.99317
C -3.64133 -0.35516 4.00505
C -4.80094 -0.83015 4.60635
C -5.09363 -2.16426 4.41488
C -4.25624 -2.99329 3.65105
C -3.10822 -2.51111 3.05940
C -2.79524 -1.16311 3.23913
N -1.72104 -0.40660 2.77896
C -1.92113 0.79956 3.25067
C -1.00328 1.91915 3.05431
C -1.17799 3.20577 3.46175
S 0.21021 4.12725 3.10572
C 0.93100 2.74728 2.41968
N 0.20383 1.66771 2.44438
H -3.37997 1.71132 4.48125
H -5.44209 -0.18860 5.19539
H -5.98473 -2.58219 4.86185
H -4.51953 -4.03473 3.52839
H -2.47399 -3.16419 2.47398
H -2.02777 3.65179 3.95033
H 1.92476 2.78914 2.00098
O -1.82977 7.26925 -1.87024
C -0.80724 6.51550 -1.42577
O 0.24932 7.02494 -1.18065
C -1.04359 5.04438 -1.24663
C 0.03156 4.29564 -0.78270
C -0.09159 2.93754 -0.56498
C -1.29668 2.28321 -0.80239
S -1.61529 0.56328 -0.56247
C -2.37297 3.02887 -1.28781
C -2.24377 4.38865 -1.50719
H -2.62003 6.74247 -2.02905
H 0.96784 4.80901 -0.60226
H 0.76131 2.37399 -0.22365
H -3.31640 2.53841 -1.49116
H -3.11214 4.91525 -1.88551
```

Summary:
**Max |F|**: 0.3 eV/Å
**Molar mass**: 824.46 g mol⁻¹
**LUMO energy**: -3.7 eV
**Energy above the lowest of the compared OMol25 structures with the same formula, charge and spin**: 0.00 kcal/mol
**Charge**: +1
**Gap between HOMO and LUMO**: 6.845 eV